Record 1
Here is the ion C5H8NOS2 with charge +1 at a distorted geometry from OMol25. Energies are from ωB97M-V with the def2-TZVPD basis set.

The geometry in XYZ format:
```
17
Properties=species:S:1:pos:R:3
C 0.174 -0.521 -1.233
C -1.194 -0.153 -0.599
C 1.322 -0.213 -0.199
C -1.280 -0.893 0.709
C 1.537 1.283 -0.250
N -0.874 -0.367 1.801
O -0.637 -0.822 2.924
S 0.713 2.368 0.656
S -0.702 1.596 1.787
H 0.151 -1.486 -1.447
H 0.249 -0.006 -2.237
H -1.261 0.934 -0.592
H -2.049 -0.419 -1.127
H 1.059 -0.460 0.841
H 2.210 -0.721 -0.602
H -1.570 -1.871 0.432
H 2.150 1.751 -0.865
```

Output
- frontier orbital gap (spin up / spin down) (eV) = 7.821 / 7.822
- net charge = +1
- ΔE to the lowest compared entry with this formula, charge and spin (kJ/mol) = 475.7
- HOMO energy (spin up / spin down) (eV) = -13.73 / -13.73

Record 2
Here is a cluster of 4 separate species, C2H11NO4 in total at a distorted geometry from OMol25. Energies are from ωB97M-V with the def2-TZVPD basis set.

The geometry in XYZ format:
```
18
Properties=species:S:1:pos:R:3
C -0.652 1.564 0.179
C 0.720 0.877 0.256
N 1.224 0.423 1.584
O 1.652 1.037 -0.560
H -1.184 1.840 -0.832
H -1.436 0.874 0.603
H -0.882 2.383 0.814
H 0.557 0.007 2.202
H 2.181 0.267 1.685
O -1.264 -2.668 0.863
H -2.062 -2.473 1.357
H -1.195 -3.574 0.610
O 3.887 1.455 -2.604
H 4.128 0.483 -2.662
H 3.189 1.448 -1.952
O -3.023 -1.149 -0.158
H -3.548 -1.107 -0.928
H -2.290 -1.685 -0.456
```

Output
- frontier orbital gap (eV) = 10.376
- ΔE to the lowest compared entry with this formula, charge and spin (kJ/mol) = 180.9
- HOMO energy (eV) = -9.97

Record 3
Here is the molecule C7H10N2OS at a distorted geometry from OMol25. Energies are from ωB97M-V with the def2-TZVPD basis set.

The geometry in XYZ format:
```
21
Properties=species:S:1:pos:R:3
C 0.401 0.411 0.005
C -0.586 -0.867 -0.192
C 1.455 -1.566 -0.064
C -0.021 1.778 0.244
C -1.432 1.909 0.736
C -2.461 1.141 -0.179
C 2.678 -2.464 -0.125
N 0.229 -1.944 -0.249
N 1.625 -0.237 0.127
O -2.776 -1.072 -1.587
S -2.372 -0.781 -0.182
H 0.718 2.154 1.006
H -0.171 2.248 -0.757
H -1.435 1.496 1.641
H -1.637 3.014 0.885
H -3.479 1.313 0.104
H -2.325 1.440 -1.250
H 3.493 -1.816 -0.291
H 2.911 -3.112 0.853
H 2.592 -3.232 -0.868
H 2.594 0.188 0.144
```

Output
- frontier orbital gap (eV) = 8.479
- ΔE to the lowest compared entry with this formula, charge and spin (kJ/mol) = 252.2
- HOMO energy (eV) = -7.93

Record 4
Here is a structure of composition C12H11Cl2F6N3O2RuS3Sb from OMol25. Energies are from ωB97M-V with the def2-TZVPD basis set.

The geometry in XYZ format:
```
41
Properties=species:S:1:pos:R:3
Ru -0.814 1.024 0.833
O -1.249 -3.346 1.855
C -0.819 -3.810 0.665
C -0.804 -5.197 0.512
C -0.381 -5.763 -0.670
C 0.038 -4.964 -1.737
C 0.027 -3.598 -1.595
C -0.399 -2.994 -0.399
C -0.389 -1.538 -0.310
O -0.753 -0.977 0.825
N -0.020 -0.809 -1.322
N -0.035 0.539 -0.979
C 0.856 1.239 -1.634
S 1.987 0.494 -2.690
C 3.105 1.931 -2.698
C 2.273 3.192 -2.681
S 0.904 2.976 -1.512
H -1.176 -2.380 1.861
H -1.128 -5.804 1.346
H -0.374 -6.840 -0.768
H 0.367 -5.414 -2.662
H 0.346 -2.959 -2.406
H 3.714 1.872 -3.598
H 3.749 1.861 -1.822
H 1.810 3.382 -3.648
H 2.836 4.067 -2.360
Cl -3.652 3.063 1.768
C -4.171 1.462 1.385
Cl -3.054 0.629 0.180
H -5.121 1.464 0.864
H -4.171 0.819 2.257
F -0.681 2.986 0.571
Sb 1.362 3.492 1.290
F 1.131 1.480 1.244
F 2.884 3.867 0.228
F 2.683 3.039 2.534
F 0.756 5.183 0.800
F 0.268 3.594 2.812
S -0.128 0.934 5.227
C -0.665 0.903 3.784
N -1.114 0.902 2.653
```

Output
- frontier orbital gap (spin up / spin down) (eV) = 3.932 / 3.988
- net charge = +1
- ΔE to the lowest compared entry with this formula, charge and spin (kJ/mol) = 169.1
- HOMO energy (spin up / spin down) (eV) = -11.12 / -11.12

Record 5
Here is the molecule C22H31NO2 from OMol25. Energies are from ωB97M-V with the def2-TZVPD basis set.

The geometry in XYZ format:
```
56
Properties=species:S:1:pos:R:3
C -2.243 1.625 1.415
C -2.170 0.413 0.481
C -3.538 0.152 -0.169
N -1.595 -0.735 1.153
C -0.675 -1.547 0.394
C 0.801 -1.198 0.717
C 1.596 -0.733 -0.514
C 3.083 -0.546 -0.276
C 3.701 -0.714 0.958
C 5.067 -0.520 1.095
C 5.834 -0.151 0.006
C 5.228 0.023 -1.228
C 3.868 -0.174 -1.365
C 1.000 0.540 -1.082
C 0.266 0.496 -2.260
C -0.369 1.616 -2.776
C -1.242 1.515 -4.000
O -2.617 1.574 -3.671
C -0.259 2.820 -2.091
C 0.485 2.894 -0.933
C 1.118 1.766 -0.418
O 1.819 1.926 0.733
C -2.333 -1.364 2.228
C -1.387 -1.701 3.386
C -3.137 -2.616 1.834
H -2.997 1.493 2.187
H -2.494 2.512 0.840
H -1.279 1.782 1.890
H -1.467 0.674 -0.314
H -4.296 -0.048 0.584
H -3.847 1.026 -0.738
H -3.483 -0.702 -0.842
H -0.844 -2.601 0.618
H -0.855 -1.418 -0.678
H 0.788 -0.418 1.479
H 1.296 -2.077 1.135
H 1.498 -1.513 -1.280
H 3.129 -1.003 1.827
H 5.529 -0.659 2.061
H 6.897 0.000 0.116
H 5.818 0.311 -2.085
H 3.398 -0.035 -2.329
H 0.182 -0.445 -2.788
H -1.070 2.361 -4.670
H -1.023 0.585 -4.545
H -2.795 0.921 -2.985
H -0.761 3.696 -2.471
H 0.588 3.822 -0.393
H 2.319 1.122 0.931
H -3.045 -0.617 2.588
H -1.949 -2.092 4.230
H -0.657 -2.447 3.081
H -0.856 -0.807 3.703
H -2.485 -3.470 1.664
H -3.821 -2.875 2.638
H -3.715 -2.439 0.932
```

Output
- frontier orbital gap (eV) = 8.562
- ΔE to the lowest compared entry with this formula, charge and spin (kJ/mol) = 52.1
- HOMO energy (eV) = -7.83

Record 6
Here is a structure of composition C42H37N6O11S6SeW from OMol25. Energies are from ωB97M-V with the def2-TZVPD basis set.

The geometry in XYZ format:
```
104
Properties=species:S:1:pos:R:3
W -0.548 0.354 -0.083
O -2.031 0.306 1.208
C -3.091 -0.455 1.397
C -4.325 0.138 1.692
C -5.422 -0.656 1.947
C -5.323 -2.052 1.933
C -4.105 -2.637 1.664
C -2.981 -1.851 1.387
C -1.689 -2.451 1.173
N -0.665 -1.796 0.770
N 0.492 -2.537 0.658
C 1.455 -1.725 0.377
O 1.262 -0.447 0.242
C 2.843 -2.206 0.222
C 3.122 -3.565 0.110
C 4.431 -3.988 -0.046
C 5.464 -3.058 -0.080
C 5.184 -1.704 0.044
C 3.874 -1.272 0.189
H -4.379 1.218 1.703
H -6.375 -0.189 2.163
H -6.191 -2.664 2.137
H -3.999 -3.717 1.663
H -1.556 -3.513 1.364
H 2.303 -4.271 0.141
H 4.649 -5.044 -0.143
H 6.488 -3.391 -0.201
H 5.990 -0.980 0.026
H 3.633 -0.221 0.293
C 3.459 6.678 -6.572
C 3.207 5.179 -6.649
S 4.530 4.306 -5.839
O 4.468 4.602 -4.428
O 5.759 4.563 -6.551
C 4.082 2.596 -6.074
C 4.804 1.685 -5.072
N 3.882 0.778 -4.404
C 3.419 0.900 -3.128
N 2.483 0.001 -2.856
C 2.321 -0.731 -3.976
C 3.172 -0.279 -4.951
N 3.345 -0.781 -6.258
O 2.637 -1.710 -6.604
O 4.134 -0.204 -7.006
C 3.881 1.941 -2.177
H 2.647 7.211 -7.064
H 4.396 6.937 -7.062
H 3.505 7.004 -5.534
H 3.179 4.816 -7.677
H 2.288 4.892 -6.136
H 4.308 2.338 -7.106
H 3.005 2.539 -5.921
H 5.268 2.284 -4.292
H 5.571 1.109 -5.578
H 1.616 -1.542 -4.045
H 4.959 2.096 -2.223
H 3.602 1.646 -1.170
H 3.392 2.893 -2.391
S -0.854 -0.732 -1.902
S 1.815 1.339 4.397
C 1.779 -0.191 3.582
N 0.670 -0.843 3.601
C -0.289 -0.103 4.282
C -1.622 -0.480 4.440
C -2.488 0.374 5.089
C -2.039 1.602 5.594
C -0.721 1.986 5.454
C 0.151 1.124 4.793
H 2.669 -0.537 3.073
H -1.961 -1.422 4.028
H -3.531 0.101 5.194
H -2.738 2.262 6.091
H -0.378 2.942 5.829
O -1.785 1.788 -0.669
C -1.971 3.008 -1.331
C -2.101 4.100 -0.283
C -2.164 5.453 -0.437
C -2.396 6.129 0.791
C -2.518 5.266 1.837
S -2.342 3.640 1.350
C -0.910 3.342 -2.369
C 0.113 4.238 -2.307
C 0.965 4.183 -3.444
C 0.560 3.243 -4.344
S -0.831 2.409 -3.813
C -3.317 2.863 -2.036
C -3.919 3.686 -2.938
C -5.200 3.216 -3.334
C -5.532 2.046 -2.721
S -4.295 1.504 -1.671
H -2.041 5.945 -1.391
H -2.452 7.204 0.888
H -2.667 5.507 2.877
H 0.292 4.857 -1.440
H 1.842 4.803 -3.568
H 0.994 2.991 -5.300
H -3.456 4.590 -3.309
H -5.838 3.723 -4.045
H -6.433 1.467 -2.847
O 2.838 1.898 1.133
Se 1.335 2.389 0.825
O 1.134 3.978 0.849
O 0.795 1.745 -0.674
O 0.176 1.534 1.668
```

Output
- frontier orbital gap (eV) = 7.443
- net charge = -1
- ΔE to the lowest compared entry with this formula, charge and spin (kJ/mol) = 12.3
- HOMO energy (eV) = -5.91